Record 1
{"formula": "C6H16", "method": "ωB97M-V/def2-TZVPD", "e_above_lowest_ev": 0.502, "spin_multiplicity": 2, "homo_lumo_gap_ha": [0.4395, 0.1748], "lumo_energy_ev": [-3.10, -10.27], "charge": 1, "s2": 0.75, "elements": ["C", "C", "C", "H", "H", "H", "H", "H", "H", "H", "H", "C", "C", "C", "H", "H", "H", "H", "H", "H", "H", "H"], "positions_angstrom": [[0.627967, 1.325437, -0.800010], [-0.809025, 1.080824, -1.159861], [1.032005, 2.817660, -0.895735], [0.796754, 0.998710, 0.233885], [1.296620, 0.757336, -1.439139], [-1.007468, -0.027261, -1.199914], [1.482588, 3.171564, 0.032098], [1.726344, 3.012768, -1.704380], [-1.095328, 1.457995, -2.134814], [-1.545680, 1.413588, -0.433080], [0.148592, 3.429101, -1.052698], [-0.443197, -2.232840, 1.024662], [-0.997870, -1.141958, 1.868289], [0.590858, -1.908982, -0.076911], [0.272657, -2.841354, 1.676304], [-1.210271, -2.892084, 0.641148], [-1.710287, -0.526668, 1.293243], [-0.170556, -1.485091, -0.777183], [1.434679, -1.296485, 0.196627], [-0.254394, -0.468875, 2.300150], [-1.597354, -1.635057, 2.652226], [1.098702, -2.793435, -0.475300]], "forces_ev_per_a": [[0.5616, 0.7999, 0.5433], [-0.5294, -1.0474, -0.0067], [-0.3176, -0.1290, 0.3365], [0.0407, -0.0733, -0.1540], [0.0026, -0.2631, -0.1014], [0.0579, 0.2079, -0.2198], [0.0714, -0.0715, -0.0686], [0.0443, -0.0346, -0.1448], [0.0162, 0.0431, -0.2177], [0.1507, 0.4564, 0.1471], [-0.0940, 0.1778, -0.0993], [-0.9886, 0.8669, 0.2635], [0.3018, -0.2389, -0.0223], [1.8106, -1.4507, 0.4422], [0.4321, 0.0200, -0.3697], [-0.0941, -0.2517, 0.0535], [-0.1634, -0.1591, -0.0241], [-0.1278, 0.2382, -0.1889], [-0.3677, 0.8600, 0.2757], [-0.0114, -0.2533, -0.0147], [-0.0749, 0.3508, -0.0055], [-0.7211, -0.0482, -0.4242]]}

***

Record 2
{"formula": "C17H22FeNO3", "method": "ωB97M-V/def2-TZVPD", "e_above_lowest_ev": 0.551, "spin_multiplicity": 5, "homo_lumo_gap_ha": [0.2257, 0.1932], "lumo_energy_ev": [-3.17, -6.48], "charge": 1, "s2": 6.08, "elements": ["O", "C", "Fe", "C", "O", "C", "O", "C", "C", "C", "C", "C", "C", "C", "H", "H", "H", "H", "H", "H", "H", "C", "C", "C", "C", "C", "C", "C", "N", "H", "H", "H", "H", "H", "H", "H", "H", "H", "H", "H", "H", "H", "H", "H"], "positions_angstrom": [[5.066245, 5.133739, 1.307808], [4.141685, 4.577326, 0.867153], [3.143169, 3.183999, 0.650886], [4.385866, 1.938224, 0.442064], [5.059184, 1.000106, 0.606318], [3.010980, 2.820667, 2.354800], [3.157401, 2.398059, 3.429384], [0.210076, 0.617707, -0.085967], [-0.506872, 1.541081, 0.655964], [-0.093532, 2.804068, 1.108554], [0.937967, 3.635340, 0.608631], [1.546204, 3.418765, -0.666410], [1.961441, 2.127013, -1.078468], [1.486245, 0.875288, -0.608184], [-0.231779, -0.430614, -0.158666], [-1.491389, 1.219924, 1.008625], [-0.693371, 3.238363, 1.921323], [0.952455, 4.676591, 0.983174], [1.696263, 4.270225, -1.348068], [2.604141, 2.115973, -1.986053], [2.199438, 0.046564, -0.738887], [-2.422432, -3.797059, 1.208185], [-1.570654, -2.570381, 0.894254], [-1.739200, -1.512177, 1.972469], [-1.965535, -2.106262, -0.509593], [-1.602463, -3.101323, -1.604308], [-1.233948, -2.280566, -2.843706], [-0.879063, -0.883535, -2.354492], [-1.369554, -0.813294, -0.943488], [-3.488811, -3.538686, 1.148900], [-2.241590, -4.608875, 0.494118], [-2.230939, -4.185701, 2.214228], [-0.511856, -2.877450, 0.872309], [-2.745991, -1.080918, 1.949913], [-1.593738, -1.958059, 2.963353], [-1.013788, -0.699249, 1.882483], [-3.054388, -1.939460, -0.488472], [-0.759894, -3.728704, -1.285550], [-2.459691, -3.754349, -1.785555], [-0.402384, -2.731558, -3.397521], [-2.096365, -2.195046, -3.512292], [0.202203, -0.715102, -2.343930], [-1.326303, -0.081658, -2.956358], [-2.035454, -0.049016, -0.848913]], "forces_ev_per_a": [[-2.4510, -0.6084, -1.4021], [4.7752, 2.8908, 2.1233], [-2.5935, -1.1434, -2.6754], [2.6251, -3.3435, 1.3275], [-1.6720, 2.5697, -0.9332], [0.7072, -2.0730, 3.9992], [-0.6538, 1.3254, -2.3835], [-0.1290, 2.9443, 2.3325], [-0.3031, -2.1194, -0.8765], [0.6510, 1.8413, 0.8512], [-1.6476, 0.4047, -0.0875], [-0.2316, -0.1614, -0.7334], [-0.1650, 0.4686, -0.2950], [2.0976, -0.6993, -1.1426], [0.4800, 0.2657, 0.3984], [0.2234, 0.1404, 0.0334], [0.3182, -0.2690, -0.3704], [-0.1468, -0.6956, -0.1963], [0.3108, -0.3925, 0.5700], [-0.1709, -0.1858, 0.8334], [-0.6002, 0.1799, -0.3465], [-0.2123, -0.3217, -0.0858], [0.2860, -0.2019, 0.2969], [-0.0239, 0.2229, 0.1918], [-0.0255, -0.2646, 0.2752], [0.1796, -0.2535, -0.0400], [-0.3574, -0.1374, -0.4277], [0.5559, 0.0310, 0.0597], [-2.1771, -0.9564, -1.9656], [0.1594, -0.0507, 0.0757], [-0.0318, 0.1079, 0.1868], [0.0524, 0.1561, -0.2172], [-0.1686, 0.0837, -0.1072], [0.0172, -0.0424, 0.0433], [-0.0502, 0.0734, -0.2242], [-0.1168, -0.1611, 0.0480], [0.1784, 0.1858, -0.0602], [-0.1870, 0.1437, -0.0081], [0.2496, 0.0012, -0.0623], [-0.3004, 0.1488, 0.0783], [0.1895, -0.1758, 0.0166], [-0.1705, 0.0160, 0.0360], [0.0723, -0.1567, 0.3512], [0.4568, 0.2122, 0.5123]]}

***

Record 3
{"formula": "C4H5NO", "method": "ωB97M-V/def2-TZVPD", "e_above_lowest_ev": 3.270, "smiles": "C=COC1=NC1", "homo_lumo_gap_ha": 0.4006, "lumo_energy_ev": 0.99, "elements": ["O", "C", "C", "C", "C", "N", "H", "H", "H", "H", "H"], "positions_angstrom": [[-1.195433, -0.617283, -0.703907], [-0.143392, -1.428784, -0.302847], [1.110740, -1.004110, -0.253275], [-0.304194, 1.456033, 0.590503], [-0.987415, 0.651986, -0.354044], [-1.392420, 1.820439, -0.516597], [-0.467214, -2.430662, -0.047740], [1.406131, -0.036200, -0.640990], [1.880097, -1.638521, 0.160791], [0.705462, 1.835203, 0.433739], [-0.612361, 1.391897, 1.634366]], "forces_ev_per_a": [[0.1197, 0.2601, -0.2221], [0.4417, -0.1729, -0.0076], [-0.0394, -0.2821, -0.1837], [-0.0298, 0.3107, 0.2451], [-0.0910, 0.2484, 0.0216], [0.0924, -0.5605, 0.3208], [-0.0785, 0.1918, 0.0644], [-0.0268, -0.1520, 0.1957], [-0.0111, -0.1337, -0.1709], [-0.2392, -0.0982, -0.1184], [-0.1379, 0.3885, -0.1451]]}

***

Record 4
{"formula": "C24H24N2O3S", "method": "ωB97M-V/def2-TZVPD", "e_above_lowest_ev": 0.902, "smiles": "CS(=O)(=O)N(Cc1ccc(C(=O)N2CCc3ccccc3C2)cc1)c1ccccc1", "homo_lumo_gap_ha": 0.3373, "lumo_energy_ev": 0.57, "elements": ["C", "H", "H", "H", "S", "O", "O", "N", "C", "C", "C", "C", "C", "C", "H", "H", "H", "H", "H", "C", "C", "C", "C", "C", "C", "C", "H", "H", "C", "O", "N", "C", "C", "C", "C", "C", "C", "C", "C", "C", "H", "H", "H", "H", "H", "H", "H", "H", "H", "H", "H", "H", "H", "H"], "positions_angstrom": [[-5.437804, -1.835329, 0.547239], [-5.545337, -1.669008, 1.610709], [-5.638861, -2.870096, 0.301019], [-6.076390, -1.174883, -0.023883], [-3.704523, -1.515574, 0.116472], [-3.537902, -1.734235, -1.287203], [-2.878963, -2.248066, 1.023453], [-3.531905, 0.105828, 0.507741], [-4.437860, 1.054144, 0.039995], [-4.812172, 2.151284, 0.816372], [-5.726263, 3.069547, 0.332526], [-6.293625, 2.906661, -0.919069], [-5.931726, 1.814392, -1.690592], [-5.010513, 0.896237, -1.222921], [-4.711922, 0.058104, -1.831305], [-6.362345, 1.679294, -2.671603], [-7.009045, 3.624351, -1.290084], [-6.002238, 3.914583, 0.946085], [-4.397688, 2.285086, 1.803987], [-2.456865, 0.425724, 1.422724], [-1.144380, -0.088692, 0.889120], [-0.217869, -0.680299, 1.736166], [0.990761, -1.136655, 1.245348], [1.289867, -1.013324, -0.106982], [0.349911, -0.448430, -0.960488], [-0.850687, 0.022757, -0.463837], [-1.573049, 0.464534, -1.133735], [0.568567, -0.381806, -2.015384], [2.558639, -1.566487, -0.675984], [2.552507, -2.428783, -1.536433], [3.719157, -1.082368, -0.171501], [4.948307, -1.656503, -0.698263], [6.166510, -1.181741, 0.087732], [6.184932, 0.315331, 0.068015], [7.297489, 1.075576, -0.250537], [7.207994, 2.457361, -0.274809], [6.003981, 3.080833, 0.005237], [4.885427, 2.325026, 0.314774], [4.974597, 0.943580, 0.351152], [3.813461, 0.062045, 0.715331], [3.955091, -0.286894, 1.751196], [2.878434, 0.624332, 0.675822], [3.943336, 2.808928, 0.529315], [5.934277, 4.158033, -0.021615], [8.078043, 3.048561, -0.518869], [8.234164, 0.586945, -0.476925], [7.072685, -1.594797, -0.355271], [6.096783, -1.538784, 1.119621], [4.851947, -2.746030, -0.663894], [5.056264, -1.370429, -1.752484], [1.696451, -1.611300, 1.911406], [-0.449232, -0.795480, 2.784669], [-2.402350, 1.513851, 1.522528], [-2.652965, -0.014380, 2.407068]], "forces_ev_per_a": [[0.8386, 0.2498, -0.2204], [-0.0062, 0.0508, 0.1828], [0.0748, -0.1685, -0.0954], [-0.1111, 0.0745, -0.0771], [-1.0411, -0.1742, 0.2454], [-0.1064, 0.1236, -0.1552], [0.0397, 0.0293, 0.3385], [0.0632, -0.9560, 0.0060], [-0.5920, 0.4432, -0.4518], [0.1563, -0.1569, 0.0708], [-0.0083, 0.0434, -0.0403], [-0.0611, 0.0499, -0.0455], [-0.0709, 0.0498, 0.0498], [0.0332, 0.1085, -0.0521], [-0.0063, 0.0158, -0.1261], [-0.0255, -0.0196, -0.0857], [-0.0595, 0.0626, -0.0324], [-0.0143, 0.0572, 0.0526], [0.0324, -0.0106, 0.0965], [0.3518, -0.1396, 0.3589], [0.3869, 0.1429, 0.0508], [-0.0447, 0.1258, -0.0519], [0.0509, 0.0375, -0.1211], [-0.3014, -0.1002, -0.0072], [0.1785, -0.0332, 0.0399], [0.0605, 0.0881, 0.1267], [-0.0703, 0.0183, -0.0959], [0.0128, -0.0135, -0.1124], [-0.0424, 0.0293, 0.0876], [-0.0986, -0.0877, -0.2150], [0.1913, -0.0235, 0.0089], [0.1462, -0.4298, -0.2050], [-0.1893, 0.0594, -0.0880], [0.0230, 0.0273, 0.0480], [-0.0427, -0.0240, 0.0336], [0.0540, 0.0750, -0.0204], [0.0181, 0.1140, 0.0078], [-0.0068, -0.0810, 0.0259], [0.0192, 0.0196, -0.0527], [-0.0740, 0.2561, 0.3495], [-0.1072, 0.1075, -0.0737], [0.1823, -0.0595, 0.0742], [-0.1061, 0.0533, 0.0124], [-0.0020, 0.0915, -0.0072], [0.0697, 0.0556, -0.0262], [0.0979, -0.0577, -0.0322], [-0.0226, -0.0269, 0.0378], [0.0513, -0.0677, 0.0211], [0.0529, 0.1359, -0.0689], [0.0217, -0.0991, 0.0956], [0.0945, -0.0307, 0.0740], [-0.0564, -0.0592, 0.1190], [-0.1400, -0.1538, -0.0325], [0.1057, 0.1778, -0.0220]]}

***

Record 5
{"formula": "C15H20N7O4Pd", "method": "ωB97M-V/def2-TZVPD", "e_above_lowest_ev": 0.422, "spin_multiplicity": 3, "homo_lumo_gap_ha": [0.3145, 0.2359], "lumo_energy_ev": [-3.49, -5.63], "charge": 1, "s2": 2.01, "elements": ["Pd", "C", "O", "C", "O", "N", "N", "H", "H", "H", "H", "H", "H", "O", "N", "C", "C", "N", "C", "N", "C", "C", "N", "C", "C", "C", "O", "C", "C", "C", "C", "N", "C", "H", "H", "H", "H", "H", "H", "H", "H", "H", "H", "H", "H", "H", "H"], "positions_angstrom": [[0.008172, 2.188788, 1.115368], [-3.190341, 6.056113, -0.744649], [-1.960350, 5.738515, -0.066884], [-1.720846, 4.529022, 0.383586], [-0.638054, 4.289560, 0.911876], [-2.704913, 3.602096, 0.234665], [-2.509249, 2.330599, 0.777954], [-3.067298, 7.068550, -1.103675], [-4.032231, 6.023353, -0.051988], [-3.351050, 5.388110, -1.590384], [-3.641665, 3.888488, 0.007212], [-2.819110, 1.641153, 0.108748], [-3.037281, 2.226656, 1.634518], [0.953319, 2.417619, -0.787589], [0.037591, 1.710951, -1.298246], [0.050784, 1.386158, -2.540711], [-1.061614, 0.600688, -3.008253], [-1.960553, -0.013386, -3.376384], [1.120935, 1.745807, -3.432195], [1.976638, 2.036330, -4.142101], [-0.145995, -4.806937, -1.108986], [1.253867, -4.653890, -0.530493], [1.464429, -3.351239, 0.123767], [2.319494, -2.381259, -0.558891], [1.688041, -1.809501, -1.822315], [0.962779, -3.210769, 1.370349], [0.370261, -4.092603, 1.970401], [1.063054, -1.864734, 2.046452], [1.606032, -1.775577, 3.319852], [1.589131, -0.561918, 3.985239], [1.012844, 0.529153, 3.367801], [0.465369, 0.442543, 2.146066], [0.496752, -0.734122, 1.497970], [-0.245444, -5.783331, -1.585606], [-0.354826, -4.039602, -1.856209], [-0.888782, -4.740126, -0.314501], [2.009314, -4.744567, -1.309981], [1.430502, -5.432714, 0.207504], [3.257076, -2.879370, -0.814097], [2.574092, -1.580120, 0.130448], [1.538488, -2.583850, -2.576660], [2.341521, -1.046185, -2.252423], [0.712419, -1.363856, -1.604569], [2.018998, -2.662650, 3.784959], [2.007982, -0.458819, 4.976445], [0.968842, 1.492291, 3.853979], [0.030875, -0.761418, 0.522630]], "forces_ev_per_a": [[-0.3913, 0.6161, 0.3305], [0.0020, -0.0716, 0.0482], [0.0130, 0.1018, -0.0265], [-0.0595, 0.0700, 0.0432], [0.0659, -0.1769, -0.3005], [0.0695, 0.0969, -0.0088], [0.1687, -0.0855, 0.1049], [0.0287, 0.0801, -0.0126], [0.0071, 0.0047, 0.0273], [0.0332, 0.0004, -0.0179], [-0.0649, 0.0058, -0.0406], [0.0152, -0.1932, -0.1166], [-0.1166, -0.0385, 0.1298], [0.3212, 0.1432, 0.3302], [-0.2656, -0.0325, 0.0366], [-0.0623, -0.3092, -0.4958], [0.0295, 0.0481, -0.0776], [0.1209, 0.0665, 0.1088], [-0.0105, 0.0536, -0.0385], [-0.1292, -0.0677, 0.1472], [0.0250, 0.0315, 0.0231], [-0.0733, 0.1036, -0.0021], [0.0144, -0.0603, -0.0219], [-0.0783, -0.0560, -0.0188], [-0.0075, -0.0028, 0.0056], [-0.2247, 0.0033, -0.1591], [0.1653, 0.0496, -0.0077], [0.0477, -0.0856, -0.0113], [0.0184, -0.0681, 0.1342], [0.0230, -0.0454, 0.0737], [-0.0947, -0.1005, -0.1337], [0.3389, -0.3342, -0.2414], [-0.0762, 0.1394, 0.1521], [0.0019, 0.0395, 0.0190], [-0.0029, -0.0189, 0.0098], [0.0023, -0.0025, -0.0260], [0.0309, 0.0033, -0.0113], [0.0506, -0.0401, 0.0478], [0.0297, -0.0073, 0.0151], [0.0093, 0.0031, 0.0581], [-0.0171, 0.0442, 0.0358], [-0.0430, -0.0453, 0.0107], [0.0638, -0.0302, -0.0337], [-0.0035, 0.0375, -0.0156], [-0.0094, 0.0051, -0.0246], [0.0190, 0.0948, 0.0290], [0.0155, 0.0301, -0.0778]]}

***

Record 6
{"formula": "C5H6O2", "method": "ωB97M-V/def2-TZVPD", "e_above_lowest_ev": 1.189, "smiles": "C=C1COCC1=O", "homo_lumo_gap_ha": 0.3599, "lumo_energy_ev": 0.06, "elements": ["O", "C", "C", "O", "C", "C", "C", "H", "H", "H", "H", "H", "H"], "positions_angstrom": [[-0.386582, 0.224819, 2.267747], [-0.440567, 0.061841, 1.071478], [-1.658346, -0.370535, 0.263076], [-1.277969, -0.309969, -1.097373], [0.143591, -0.367026, -1.200302], [1.782441, 0.894370, 0.338655], [0.655669, 0.243104, 0.074010], [-2.495086, 0.314586, 0.433852], [-1.970725, -1.382912, 0.560489], [0.440078, 0.171194, -2.104322], [1.954147, 1.284079, 1.339281], [2.545817, 1.070434, -0.414908], [0.479487, -1.413110, -1.291322]], "forces_ev_per_a": [[-0.0453, -0.0455, -0.5069], [-0.0787, 0.0959, 0.3535], [-0.1100, -0.0068, 0.2404], [-0.0508, 0.0118, -0.0805], [0.2430, 0.0165, -0.0775], [-0.1304, -0.0737, -0.0466], [0.2216, 0.0775, 0.0166], [0.1030, -0.1131, 0.0109], [0.0935, 0.0989, -0.0331], [-0.0397, -0.0576, 0.1399], [-0.0405, -0.0719, -0.1310], [-0.1041, -0.0670, 0.1015], [-0.0615, 0.1351, 0.0127]]}